(1)
# C27H16ClHfN10O

C27H16ClHfN10O as an isolated structure in a non-equilibrium geometry (ωB97M-V with the def2-TZVPD basis set, OMol25).

Each line ends with the Mulliken charge.
Element x y z (Å)
Hf: 0.09342 -0.59480 0.14386  1.3731
Cl: -3.70128 3.66262 4.08683  -0.1920
C: -2.79562 2.96598 2.80612  -0.1099
C: -1.80002 3.72418 2.17181  -0.3441
C: -1.01968 3.15331 1.19620  -0.6571
C: -1.16639 1.80680 0.81129  0.6672
O: -0.33828 1.28192 -0.06475  -0.7022
C: -2.28358 1.08239 1.36321  0.2345
C: -2.73537 -0.12654 0.76131  0.1977
N: -2.00267 -0.73405 -0.12617  0.2841
C: -2.38249 -1.70308 -1.04275  0.4367
C: -3.57560 -2.39835 -1.09823  -0.9278
C: -3.83107 -3.27733 -2.15842  -0.9344
C: -2.93907 -3.44186 -3.18510  -0.8662
C: -1.71869 -2.73065 -3.18686  0.6998
C: -0.78375 -2.78098 -4.24211  -0.5263
C: 0.36134 -2.02731 -4.16755  -1.0367
C: 0.60320 -1.27288 -3.01336  -0.0238
N: -0.23757 -1.20846 -1.99834  0.1223
C: -1.41517 -1.88855 -2.08400  0.7445
C: -3.05839 1.68489 2.38087  -0.9381
H: -1.63390 4.74758 2.47428  0.4524
H: -0.25000 3.73410 0.71322  0.4852
H: -3.76061 -0.43634 0.97658  0.4158
H: -4.32074 -2.27720 -0.32722  0.3990
H: -4.76554 -3.81346 -2.16995  0.4296
H: -3.16207 -4.10727 -4.00474  0.4463
H: -0.98976 -3.39866 -5.10337  0.4808
H: 1.07980 -2.00783 -4.97135  0.4253
H: 1.51110 -0.68715 -2.91989  0.5112
H: -3.86199 1.12111 2.82880  0.4870
N: 2.66396 -2.94513 -0.15342  -0.2300
C: 3.13328 -1.69427 -0.31124  0.4869
C: 4.50677 -1.48065 -0.56173  -0.9768
C: 4.96356 -0.21470 -0.81101  -0.3599
C: 4.05309 0.85149 -0.78729  -0.8156
C: 2.73338 0.58460 -0.52974  -0.3511
N: 2.25117 -0.66602 -0.30754  0.5008
H: 3.32591 -3.68966 -0.00604  0.2945
H: 1.70966 -3.09325 0.17328  0.1682
H: 5.17438 -2.32635 -0.55489  0.4118
H: 6.00468 -0.03999 -1.02619  0.4464
H: 4.38619 1.86206 -0.95328  0.4782
H: 1.99354 1.38342 -0.50538  0.4779
N: 0.51044 -0.21646 2.14112  -0.6669
C: 1.24719 0.65563 2.46834  0.6854
C: 2.11379 1.60941 2.83658  -0.0083
C: 3.48519 1.35606 2.66842  0.1401
N: 4.58902 1.12634 2.45712  -0.4945
C: 1.67497 2.87500 3.26290  0.1577
N: 1.30416 3.91432 3.56950  -0.4530
N: -0.06079 -2.58367 0.64076  -0.9361
C: -0.80567 -2.97265 1.49351  0.5091
N: -1.69991 -3.41644 2.19239  -0.5039
C: -1.92889 -3.88743 3.37836  0.4520
N: -2.19815 -4.32494 4.40373  -0.4471

Summary:
net charge	+1
energy above the lowest of the compared OMol25 structures with the same formula, charge and spin	34.83	kcal/mol
frontier orbital gap	6.908	eV
E_HOMO	-11.51	eV

=====

(2)
# C9H10N3O3

An isolated ion of composition C9H10N3O3 and charge +1 in a non-equilibrium geometry (ωB97M-V with the def2-TZVPD basis set, OMol25).

Each line ends with the Mulliken charge.
Element x y z (Å)
C: 1.36772 -3.48833 0.75320  -0.5887
C: -0.02064 -3.65236 0.53498  -0.4211
C: 1.90040 -2.22839 0.90181  -0.7375
C: -0.93722 -2.59839 0.28832  -0.4327
C: 0.95472 -1.19204 0.77344  0.0671
C: -0.37772 -1.33731 0.42443  0.5277
C: 0.02596 1.53413 -0.97040  0.1652
C: -1.24658 2.08730 0.88968  -0.5997
C: -0.70127 3.36052 0.10265  -0.4896
N: -0.75607 1.03944 0.05499  0.4494
N: 0.06683 2.82296 -0.95094  -0.0402
N: 0.37128 0.97729 -2.30535  1.0066
O: 0.34850 -0.23817 -2.37132  -0.4603
O: 0.59849 1.82521 -3.12311  -0.5506
O: -1.21969 -0.22557 0.17105  -0.2992
H: 1.83390 -4.34434 1.04880  0.4611
H: -0.40173 -4.65969 0.26397  0.3174
H: 2.84060 -1.99160 1.26442  0.4592
H: -1.87889 -2.78258 -0.27780  0.3391
H: 1.48441 -0.29591 0.77663  0.4138
H: -0.84659 1.95603 1.87233  0.3814
H: -2.33643 2.08754 0.83140  0.2862
H: -1.49668 3.88786 -0.40804  0.3520
H: -0.15095 4.01792 0.88600  0.3082
H: 0.57766 3.43850 -1.43118  0.0850

Summary:
net charge	+1
energy above the lowest of the compared OMol25 structures with the same formula, charge and spin	0.00	kcal/mol
frontier orbital gap	6.665	eV
E_HOMO	-12.40	eV

=====

> Number 2 is which compound?

C9H10N3O3